Entry 1:
Formula: C7H10N2O
Source: the OMol25 dataset
Level of theory: ωB97M-V/def2-TZVPD

Values from the calculation:
Molar mass: 138.170 g/mol
E_HOMO: -0.3302 Ha
ΔE to the lowest compared entry with this formula, charge and spin: 364.43 kJ/mol
E_LUMO: 0.769 eV
Charge: 0
Calculated total energy: -12445.6712 eV

Last column: Löwdin charge in e.
Cartesian coordinates (Å):
H (1.9344, -1.3109, -1.2933)  0.042
N (2.5442, -0.6914, -0.7653)  0.159
C (1.8842, 0.1482, -0.0632)  -0.445
O (2.5698, 1.0936, 0.5923)  0.054
C (0.4398, 0.4306, -0.0812)  -0.216
C (-0.3375, 1.4916, 0.6738)  -0.088
N (-1.5683, 0.6434, 0.5420)  0.003
C (-1.8053, 0.6706, -0.9440)  -0.116
C (-0.5412, -0.1429, -1.1264)  -0.083
C (-0.6486, -0.5554, 0.2989)  -0.345
C (-0.6228, -1.8318, 1.0557)  0.005
H (3.2285, 1.4418, -0.0679)  0.146
H (-0.4304, 2.5039, 0.2542)  0.120
H (-0.0327, 1.5489, 1.7258)  0.128
H (-1.8792, 1.6782, -1.3779)  0.115
H (-2.7038, 0.0902, -1.1871)  0.120
H (-0.1932, -0.7242, -1.9799)  0.139
H (-1.5654, -2.3808, 0.9239)  0.086
H (0.2003, -2.4622, 0.6924)  0.087
H (-0.4729, -1.6413, 2.1275)  0.090

Forces on atoms 1 to 3 (eV/Å):
-0.051 0.085 0.034
-0.508 0.062 0.647
0.114 -0.423 -2.327

Entry 2:
Formula: C13H32ClO10S3
Source: the OMol25 dataset
Level of theory: ωB97M-V/def2-TZVPD

Values from the calculation:
Molar mass: 480.043 g/mol
E_HOMO: -0.0700 Ha
E_LUMO: 2.213 eV
Charge: -1
Calculated total energy: -79499.0233 eV

Last column: Löwdin charge in e.
Cartesian coordinates (Å):
C (-2.2994, 1.0212, -3.4271)  -0.214
C (-0.9975, 0.2777, -2.7249)  -0.292
C (-0.2410, 1.2505, -1.5940)  -0.630
Cl (-0.8778, 3.0273, -1.7028)  0.365
C (-0.6719, 0.5823, -0.1226)  -0.335
O (-0.5081, 1.5562, 0.9678)  -0.290
H (-1.9541, 1.9112, -4.1069)  0.048
H (-2.7970, 0.1968, -4.1220)  0.064
H (-3.0763, 1.4243, -2.6455)  0.062
H (-1.4462, -0.6814, -2.1751)  0.094
H (-0.2234, -0.1524, -3.5076)  0.095
H (0.9346, 1.2298, -1.7217)  0.089
H (-1.8422, 0.3933, -0.2613)  0.039
H (-1.2101, 1.2944, 1.6489)  0.066
O (0.7523, -3.8156, -6.3650)  -0.290
S (-0.4007, -4.0334, -5.5189)  0.620
O (-1.0471, -2.9491, -4.8087)  -0.287
O (-0.0658, -5.2272, -4.4623)  -0.271
C (1.0642, -5.0815, -3.6105)  -0.279
C (0.8093, -4.0664, -2.5111)  -0.069
C (-1.6412, -4.8891, -6.4571)  -0.130
H (1.9541, -4.8203, -4.1935)  0.115
H (1.2529, -6.0602, -3.1544)  0.120
H (0.6813, -3.0616, -2.9227)  0.069
H (1.6475, -4.0346, -1.8092)  0.084
H (-0.1063, -4.3115, -1.9642)  0.088
H (-1.1807, -5.7329, -6.9725)  0.070
H (-2.0539, -4.1852, -7.1833)  0.075
H (-2.4285, -5.2250, -5.7799)  0.073
O (3.5314, -2.5739, 2.5400)  -0.310
S (3.3206, -1.4320, 1.6770)  0.614
O (3.7016, -1.4456, 0.2796)  -0.300
O (3.9578, -0.1090, 2.3821)  -0.267
C (5.3359, -0.1258, 2.7347)  -0.285
C (6.2280, -0.0065, 1.5124)  -0.086
C (1.6141, -0.9530, 1.7741)  -0.134
H (5.5738, -1.0249, 3.3135)  0.112
H (5.5122, 0.7356, 3.3892)  0.119
H (6.1299, -0.8817, 0.8644)  0.067
H (7.2788, 0.0759, 1.8043)  0.074
H (5.9522, 0.8695, 0.9173)  0.086
H (1.3163, -0.9018, 2.8222)  0.073
H (1.0253, -1.7112, 1.2530)  0.066
H (1.4891, 0.0136, 1.2829)  0.045
O (-2.4638, 2.2457, 3.7343)  -0.284
S (-2.0103, 3.5554, 4.1492)  0.627
O (-1.5583, 3.8185, 5.4999)  -0.304
O (-3.1392, 4.6594, 3.7489)  -0.265
C (-4.4605, 4.4899, 4.2482)  -0.279
C (-4.5459, 4.8164, 5.7281)  -0.086
C (-0.7420, 4.0984, 3.0323)  -0.120
H (-4.8216, 3.4761, 4.0439)  0.117
H (-5.1062, 5.1805, 3.6936)  0.122
H (-3.9656, 4.1065, 6.3237)  0.067
H (-5.5818, 4.7750, 6.0764)  0.076
H (-4.1409, 5.8133, 5.9274)  0.083
H (-1.0780, 3.9417, 2.0065)  0.069
H (0.1525, 3.5033, 3.2295)  0.081
H (-0.5326, 5.1531, 3.2199)  0.071

Forces on atoms 1 to 3 (eV/Å):
0.590 -0.686 -0.714
-0.536 0.029 0.476
-0.427 -3.317 1.866

Entry 3:
Formula: C10H15BBi2ClO2
Source: the OMol25 dataset
Level of theory: ωB97M-V/def2-TZVPD

Values from the calculation:
Molar mass: 631.453 g/mol
E_HOMO (spin up / spin down): -0.0814 / -0.0815 Ha
ΔE to the lowest compared entry with this formula, charge and spin: 34.09 kJ/mol
E_LUMO (spin up / spin down): 2.765 / 2.765 eV
Charge: -1
Calculated total energy: -39587.2008 eV

Last column: Löwdin charge in e.
Cartesian coordinates (Å):
Bi (0.5104, -0.9273, -3.9822)  0.957
Cl (1.3501, 1.7957, -3.7434)  -0.413
C (-0.6149, -0.2519, -5.8532)  -0.420
C (2.2870, -1.0179, -5.3393)  -0.455
H (-0.3735, -0.6663, -6.8525)  -0.012
H (-1.7061, -0.2948, -5.8287)  -0.037
H (-0.2421, 0.7706, -5.7638)  -0.081
H (2.3163, -1.3560, -6.3914)  -0.007
H (3.2034, -1.4312, -4.9351)  -0.037
H (2.3741, 0.0720, -5.3407)  -0.102
Bi (0.5041, 0.4863, -1.0676)  0.994
C (-1.6952, 1.0547, -1.1161)  -0.403
C (-0.2322, -1.3080, 0.3302)  -0.283
H (-2.1068, 0.4641, -1.9450)  -0.035
H (-2.2186, 0.8143, -0.1969)  -0.026
H (-1.6584, 2.1439, -1.3554)  -0.016
H (0.4396, -2.1841, 0.4064)  0.033
H (-1.2497, -1.5381, -0.0018)  0.022
O (-0.2607, -1.2839, 2.7024)  0.144
B (-0.0451, -0.4191, 1.6057)  -0.681
O (0.2217, 0.9261, 2.1341)  0.080
C (0.0415, 0.8310, 3.5102)  -0.165
C (0.2289, 1.7273, 4.5723)  -0.006
C (0.1303, 1.2129, 5.8855)  -0.113
C (-0.1905, -0.1322, 6.1292)  -0.113
C (-0.4355, -1.0263, 5.0807)  -0.011
C (-0.2805, -0.5276, 3.8067)  -0.234
H (0.4159, 2.7955, 4.4381)  0.111
H (0.2880, 1.8556, 6.7672)  0.096
H (-0.2686, -0.5163, 7.1521)  0.094
H (-0.7328, -2.0690, 5.1922)  0.119

Forces on atoms 1 to 3 (eV/Å):
-0.915 -2.179 0.194
0.069 0.567 -0.685
-0.162 0.689 -0.367

Entry 4:
Formula: C29H46P2Yb
Source: the OMol25 dataset
Level of theory: ωB97M-V/def2-TZVPD

Values from the calculation:
Molar mass: 629.675 g/mol
E_HOMO (spin up / spin down): -0.3821 / -0.3821 Ha
ΔE to the lowest compared entry with this formula, charge and spin: 0.00 kJ/mol
E_LUMO (spin up / spin down): -3.053 / -3.585 eV
Spin multiplicity: 2
Charge: +1
Calculated total energy: -80917.1649 eV

Last column: Löwdin spin population.
Cartesian coordinates (Å):
Yb (0.4541, -0.1072, 0.6669)  0.954
C (-1.4662, -0.8241, 1.7212)  0.002
C (-1.0691, -1.8535, 0.8313)  0.002
C (0.6280, -1.5427, 2.3498)  0.006
C (-0.4266, -0.6292, 2.6595)  0.005
C (0.2269, -2.2918, 1.2058)  0.001
C (-2.7626, -0.1049, 1.6837)  0.000
H (-3.1960, -0.1168, 0.6787)  0.000
H (-2.6723, 0.9419, 2.0026)  0.000
H (-3.4868, -0.5949, 2.3537)  0.000
C (-0.3481, 0.5440, 3.5568)  0.003
H (-1.3575, 0.8495, 3.8494)  0.000
H (0.1153, 1.4163, 3.0612)  0.001
H (0.2390, 0.3267, 4.4588)  0.000
C (2.0309, -1.3638, 2.7774)  0.003
H (2.0826, -1.3051, 3.8770)  0.001
H (2.4810, -0.4174, 2.3823)  0.001
H (2.6472, -2.2005, 2.4229)  0.000
C (1.0869, -3.1984, 0.3967)  0.000
H (1.1232, -4.1952, 0.8637)  0.000
H (2.1292, -2.8464, 0.2994)  0.000
H (0.6818, -3.3333, -0.6145)  0.000
C (-1.9171, -2.4657, -0.2170)  0.001
H (-2.2165, -3.4814, 0.0964)  0.000
H (-1.4050, -2.5511, -1.1828)  0.000
H (-2.8318, -1.8864, -0.3610)  0.000
C (-0.7369, 2.3123, -1.9631)  0.000
C (-1.8204, 1.5392, -1.7665)  0.000
C (-2.2918, 0.3677, -2.5675)  0.000
C (-1.2615, -0.2581, -3.5397)  0.000
C (-0.0053, -0.7814, -2.9366)  0.000
C (1.1549, -0.1294, -2.7313)  0.000
C (1.4590, 1.3168, -2.9343)  0.000
C (0.2440, 2.2650, -3.0793)  0.000
H (-3.1960, 0.6523, -3.1431)  0.000
H (-1.0744, 0.4460, -4.3739)  0.000
H (-2.6394, -0.4381, -1.8965)  0.000
H (-0.2475, 2.0725, -4.0446)  0.000
H (-0.5298, 3.0951, -1.2197)  0.000
H (-2.4748, 1.7753, -0.9121)  0.000
H (0.6421, 3.2886, -3.1885)  0.000
H (2.0996, 1.7016, -2.1239)  0.000
H (2.0268, -0.7350, -2.4312)  0.000
H (2.0901, 1.4122, -3.8373)  0.000
H (-1.7618, -1.1169, -4.0225)  0.000
H (-0.0351, -1.8582, -2.7118)  0.000
P (-0.2836, 1.4490, -6.1587)  0.000
C (-0.3986, 3.2700, -6.3197)  0.000
C (-1.5658, 0.9343, -7.3538)  0.000
P (2.0534, -0.4717, -6.8295)  0.000
C (1.2415, 1.1690, -7.1344)  0.000
C (1.4201, -1.3465, -8.3334)  0.000
C (3.6656, -0.0027, -7.6007)  0.000
H (0.4809, 3.7472, -5.8669)  0.000
H (-1.3110, 3.6387, -5.8314)  0.000
H (-0.4320, 3.4805, -7.3959)  0.000
H (-1.4273, 1.5532, -8.2477)  0.000
H (-2.5509, 1.1193, -6.9079)  0.000
H (-1.4514, -0.1299, -7.5907)  0.000
H (3.4971, 0.3152, -8.6371)  0.000
H (4.3248, -0.8775, -7.5852)  0.000
H (4.1227, 0.8107, -7.0274)  0.000
H (1.9491, 1.9737, -6.8813)  0.000
H (0.9508, 1.2532, -8.1935)  0.000
H (1.9533, -2.3015, -8.3986)  0.000
H (1.6365, -0.7472, -9.2251)  0.000
H (0.3452, -1.5329, -8.2474)  0.000
C (3.7391, 4.1401, 1.7458)  0.000
C (3.4648, 3.2314, 2.7684)  0.001
C (2.5207, 2.1848, 2.5383)  0.002
C (1.9162, 2.0841, 1.3114)  0.013
C (2.1435, 2.9858, 0.3040)  0.002
C (3.0791, 4.0365, 0.5123)  0.001
H (4.4641, 4.9363, 1.9162)  0.000
H (3.9531, 3.3009, 3.7452)  0.000
H (2.3013, 1.4960, 3.3570)  0.000
H (1.6203, 2.9279, -0.6460)  0.001
H (3.2774, 4.7610, -0.2821)  0.000

Forces on atoms 1 to 3 (eV/Å):
3.338 6.092 -4.140
-0.527 -0.999 0.592
-0.475 -0.970 0.792